# 1
{"formula": "C2H5F2PS2", "method": "wB97M-V/def2-TZVPD", "charge": 0, "largest_force_ev_per_a": 3.98, "gap_ev": 8.948, "smiles": "CCSP(F)(F)=S", "energy_ha": -1416.7256, "e_above_lowest_kcal_mol": 4.78, "elements": ["C", "C", "F", "F", "P", "S", "S", "H", "H", "H", "H", "H"], "positions_angstrom": [[0.340, 1.285, -0.355], [-1.085, 0.774, -0.295], [0.734, -1.466, -0.923], [-0.110, -3.202, 0.476], [0.523, -1.721, 0.679], [2.115, -1.707, 1.745], [-1.343, -0.321, 1.192], [0.674, 1.742, 0.625], [1.071, 0.683, -0.673], [0.226, 1.967, -1.167], [-1.432, 0.275, -1.175], [-1.714, 1.691, -0.130]], "atomic_forces_ev_per_a": [[-2.37, 2.70, 1.72], [-0.04, 0.44, 1.80], [-0.36, -0.30, 1.97], [0.44, 1.85, 0.47], [-1.33, -0.44, -1.08], [-1.07, 0.18, -0.62], [2.13, -1.44, -1.29], [-0.58, -0.16, -1.27], [2.44, -2.84, -0.93], [0.56, 1.43, -0.35], [-0.04, -0.31, -0.49], [0.22, -1.10, 0.07]]}

***

# 2
{"formula": "C35H49F2O6Si", "method": "wB97M-V/def2-TZVPD", "charge": -1, "largest_force_ev_per_a": 1.32, "gap_ev": 4.920, "energy_ha": -2303.6820, "elements": ["C", "Si", "C", "C", "C", "C", "F", "F", "C", "C", "C", "C", "C", "C", "C", "C", "C", "O", "C", "O", "C", "C", "C", "C", "C", "C", "C", "C", "C", "C", "C", "C", "H", "H", "H", "H", "H", "H", "H", "H", "H", "H", "H", "H", "H", "H", "H", "H", "H", "H", "H", "H", "H", "H", "H", "H", "H", "H", "H", "H", "H", "C", "O", "C", "C", "O", "C", "H", "H", "H", "H", "H", "H", "H", "H", "H", "H", "C", "O", "C", "C", "O", "C", "H", "H", "H", "H", "H", "H", "H", "H", "H", "H"], "positions_angstrom": [[-2.260, 1.502, 0.995], [-1.327, 0.148, 1.915], [-1.132, 0.741, 3.704], [0.398, -0.191, 1.253], [0.573, 0.054, -0.255], [1.998, 0.347, -0.689], [1.893, 1.474, -1.583], [2.705, 0.909, 0.357], [2.746, -0.809, -1.189], [4.097, -0.430, -1.786], [4.186, -0.319, -3.322], [3.820, 1.011, -3.930], [4.295, 2.220, -3.415], [3.966, 3.448, -3.973], [3.127, 3.491, -5.086], [2.654, 2.299, -5.621], [2.992, 1.073, -5.048], [1.893, -1.403, -2.257], [1.893, -2.706, -2.376], [2.579, -3.502, -1.804], [0.907, -3.168, -3.401], [1.310, -4.080, -4.371], [0.401, -4.511, -5.333], [-0.912, -4.053, -5.311], [-1.306, -3.147, -4.329], [-0.400, -2.686, -3.380], [-2.424, -1.391, 1.981], [-3.593, -1.472, 1.218], [-4.420, -2.595, 1.290], [-4.071, -3.638, 2.133], [-2.905, -3.593, 2.891], [-2.092, -2.468, 2.811], [-1.756, 2.450, 1.178], [-3.290, 1.559, 1.338], [-2.256, 1.344, -0.082], [-0.516, 0.033, 4.254], [-2.105, 0.830, 4.184], [-0.642, 1.711, 3.738], [0.585, -1.252, 1.435], [1.106, 0.365, 1.861], [0.162, -0.794, -0.789], [-0.032, 0.916, -0.543], [4.824, -1.197, -1.500], [4.469, 0.488, -1.341], [3.631, -1.101, -3.829], [5.237, -0.473, -3.592], [4.930, 2.202, -2.540], [4.326, 4.369, -3.544], [2.860, 4.450, -5.506], [1.997, 2.302, -6.480], [2.589, 0.174, -5.488], [2.320, -4.457, -4.371], [0.717, -5.203, -6.100], [-1.624, -4.383, -6.052], [-2.326, -2.790, -4.309], [-0.688, -1.966, -2.631], [-3.880, -0.659, 0.569], [-5.319, -2.625, 0.694], [-4.713, -4.505, 2.210], [-2.617, -4.402, 3.544], [-1.184, -2.393, 3.393], [4.066, 8.687, 0.625], [5.459, 8.431, 0.644], [5.772, 7.045, 0.600], [6.193, 6.607, -0.785], [5.122, 6.697, -1.710], [5.193, 7.835, -2.546], [3.930, 9.755, 0.458], [3.566, 8.136, -0.175], [3.612, 8.421, 1.586], [4.923, 6.447, 0.940], [6.604, 6.878, 1.291], [6.498, 5.557, -0.742], [7.050, 7.196, -1.128], [5.988, 7.717, -3.291], [5.366, 8.749, -1.972], [4.240, 7.920, -3.066], [-8.865, -4.382, 5.215], [-8.313, -5.448, 5.966], [-7.473, -6.297, 5.200], [-6.008, -5.998, 5.432], [-5.653, -4.715, 4.946], [-5.539, -3.736, 5.962], [-9.319, -3.685, 5.918], [-8.101, -3.855, 4.639], [-9.641, -4.751, 4.536], [-7.709, -6.212, 4.135], [-7.678, -7.326, 5.511], [-5.409, -6.732, 4.883], [-5.765, -6.091, 6.495], [-4.629, -3.896, 6.551], [-6.407, -3.739, 6.626], [-5.470, -2.765, 5.473]], "atomic_forces_ev_per_a": [[0.35, -0.32, -0.07], [0.05, 0.29, 0.37], [-0.13, -0.20, -0.39], [-0.51, -0.50, -0.25], [-0.54, 0.71, 0.59], [0.01, -1.04, -0.29], [0.00, 0.31, -0.19], [0.18, 0.35, 0.19], [-0.14, 0.70, -0.01], [-0.03, -0.96, -0.19], [0.65, 0.56, -0.01], [-0.43, 0.15, -0.09], [0.10, 0.02, 0.01], [-0.30, -0.42, -0.30], [0.17, -0.22, 0.16], [0.05, -0.03, 0.14], [0.06, 0.56, -0.01], [-0.13, 0.22, 0.32], [-0.33, 0.27, -0.44], [0.92, -0.76, 0.57], [-0.20, 0.27, -0.19], [-0.54, -0.03, -0.08], [-0.06, 0.11, 0.12], [0.20, 0.22, 0.30], [0.04, 0.00, 0.04], [0.13, -0.43, -0.52], [0.00, 0.20, -0.28], [-0.03, -0.46, 0.28], [0.51, 0.38, 0.19], [-0.11, -0.39, 0.07], [0.16, 0.61, -0.18], [-0.27, 0.13, -0.25], [-0.04, 0.15, 0.04], [-0.13, 0.12, 0.08], [-0.08, -0.04, -0.11], [0.02, -0.07, 0.19], [-0.06, -0.03, 0.15], [0.11, 0.12, -0.03], [0.24, -0.06, 0.20], [0.12, 0.16, -0.07], [0.17, -0.15, -0.23], [0.05, 0.12, -0.08], [0.11, -0.05, -0.06], [-0.09, 0.22, 0.20], [-0.13, -0.14, 0.06], [0.08, -0.13, 0.00], [0.04, -0.02, 0.10], [0.12, 0.08, 0.15], [-0.10, 0.02, -0.14], [-0.06, 0.09, -0.09], [-0.02, -0.22, 0.07], [0.18, 0.02, 0.08], [0.04, -0.08, -0.05], [-0.05, -0.07, -0.08], [-0.09, 0.02, -0.01], [-0.05, 0.11, 0.06], [0.03, 0.14, -0.10], [-0.15, -0.14, -0.04], [-0.05, -0.03, 0.00], [-0.13, -0.19, 0.04], [0.10, -0.20, 0.13], [0.04, 0.03, 0.02], [-0.08, -0.04, -0.07], [0.17, 0.16, 0.08], [-0.14, -0.25, -0.07], [0.02, 0.16, 0.02], [-0.02, -0.07, -0.02], [0.04, 0.01, 0.03], [-0.01, -0.02, 0.01], [-0.05, -0.03, -0.03], [-0.02, -0.02, -0.03], [-0.01, -0.02, -0.01], [0.02, 0.01, 0.01], [0.00, 0.04, 0.02], [0.02, 0.06, 0.01], [0.02, 0.00, 0.00], [0.00, -0.05, -0.01], [-0.01, -0.01, 0.04], [0.03, 0.07, -0.08], [-0.09, -0.08, 0.23], [0.13, 0.05, -0.24], [-0.12, -0.04, 0.10], [0.06, 0.04, -0.07], [-0.01, -0.04, 0.03], [0.00, -0.01, -0.02], [0.02, 0.03, -0.04], [0.02, 0.02, -0.02], [0.02, 0.00, -0.03], [-0.01, -0.02, 0.03], [-0.04, 0.00, 0.03], [-0.03, 0.01, 0.05], [0.00, -0.02, 0.01], [0.05, -0.03, -0.04]]}

***

# 3
{"formula": "C11H42O11", "method": "wB97M-V/def2-TZVPD", "charge": 0, "largest_force_ev_per_a": 6.53, "gap_ev": 10.399, "smiles": "OCCO.CO.CO.CO.CO.CO.CO.CO.CO.CO", "energy_ha": -1271.6106, "e_above_lowest_kcal_mol": 126.54, "elements": ["C", "O", "H", "H", "H", "H", "C", "O", "H", "H", "H", "H", "C", "O", "H", "H", "H", "H", "C", "O", "H", "H", "H", "H", "C", "O", "H", "H", "H", "H", "C", "O", "H", "H", "H", "H", "C", "O", "H", "H", "H", "H", "C", "O", "H", "H", "H", "H", "C", "O", "H", "H", "H", "H", "C", "C", "O", "O", "H", "H", "H", "H", "H", "H"], "positions_angstrom": [[-0.326, -1.085, -1.111], [-0.408, -0.230, -2.229], [-1.299, -1.188, -0.629], [0.153, -2.046, -1.296], [0.313, -0.613, -0.365], [0.410, -0.190, -2.729], [2.892, -6.574, 1.124], [1.832, -6.675, 2.106], [3.021, -7.472, 0.521], [2.602, -5.811, 0.401], [3.859, -6.311, 1.553], [1.228, -7.353, 1.794], [3.534, 1.267, -8.054], [2.648, 2.312, -8.352], [3.122, 0.522, -7.374], [3.851, 0.721, -8.942], [4.439, 1.616, -7.557], [3.140, 3.105, -8.578], [-6.441, -6.401, 1.157], [-7.525, -5.764, 1.807], [-5.670, -5.660, 0.949], [-5.838, -6.996, 1.843], [-6.730, -6.896, 0.230], [-7.270, -5.419, 2.666], [1.457, -1.157, 6.155], [2.554, -0.701, 6.825], [1.469, -0.720, 5.157], [1.423, -2.246, 6.188], [0.558, -0.873, 6.703], [2.422, -0.010, 7.478], [4.161, 5.482, -3.702], [3.007, 5.986, -4.024], [4.857, 5.598, -4.534], [4.568, 6.115, -2.914], [3.914, 4.477, -3.360], [3.023, 6.189, -4.962], [-1.163, -6.290, -3.954], [-1.726, -6.616, -2.738], [-0.213, -6.802, -4.102], [-1.823, -6.761, -4.683], [-1.173, -5.201, -4.014], [-2.283, -5.847, -2.595], [-4.120, 5.439, -3.089], [-4.953, 6.116, -2.154], [-4.844, 4.882, -3.684], [-3.532, 6.075, -3.751], [-3.418, 4.744, -2.628], [-5.532, 5.544, -1.644], [-4.361, -0.368, 4.886], [-4.318, -1.627, 4.207], [-4.597, -0.365, 5.950], [-3.587, 0.324, 4.554], [-5.203, 0.120, 4.396], [-4.340, -2.320, 4.871], [3.238, 6.036, 3.181], [3.248, 4.494, 3.484], [4.337, 4.100, 4.248], [2.623, 6.712, 4.294], [2.596, 6.364, 2.363], [4.175, 6.308, 2.696], [3.032, 3.916, 2.586], [2.442, 4.293, 4.190], [3.967, 4.088, 5.134], [2.577, 7.640, 4.051]], "atomic_forces_ev_per_a": [[1.00, 0.49, 0.73], [-0.74, 0.01, -0.49], [-0.08, -0.13, -0.49], [-0.38, -0.25, -0.34], [0.09, 0.07, 0.32], [0.10, -0.21, 0.27], [-0.84, 0.21, -0.38], [1.03, -0.17, -0.37], [-0.02, -0.32, 0.31], [0.18, 0.29, 0.00], [-0.31, -0.02, 0.39], [-0.04, 0.02, 0.04], [0.98, -0.46, 0.10], [-0.57, 0.10, 0.16], [-0.58, 0.29, -0.03], [-0.03, 0.02, -0.24], [0.13, 0.19, 0.03], [0.07, -0.13, -0.02], [1.36, 1.11, 0.87], [-0.71, -0.36, -0.39], [-0.08, 0.44, -0.80], [-0.59, -1.03, -0.01], [-0.24, -0.05, 0.44], [0.26, -0.11, -0.11], [-1.66, 0.10, 0.22], [2.70, 0.34, 1.18], [-0.42, -0.44, -0.25], [0.31, -0.08, -0.54], [-0.43, 0.23, -0.34], [-0.50, -0.16, -0.27], [3.57, -1.11, 1.54], [-5.36, 2.80, -2.47], [0.50, -0.88, 0.07], [0.53, -0.47, 0.57], [1.35, -0.50, 0.13], [-0.59, 0.15, 0.16], [-0.26, -0.71, -1.39], [-0.46, 0.12, 1.96], [0.32, 0.56, 0.28], [0.04, 0.52, -0.85], [0.71, -0.07, -0.80], [-0.35, -0.42, 0.80], [-1.24, -1.16, 0.12], [0.79, 1.43, 0.22], [0.56, -0.39, -0.61], [-0.43, 0.59, 0.42], [-0.01, -0.04, 0.22], [0.33, -0.42, -0.35], [-1.50, 0.79, -1.70], [0.51, -0.09, 0.81], [0.56, -0.32, -0.02], [0.83, -0.54, 0.63], [-0.53, 0.24, 0.36], [0.13, -0.08, -0.09], [-1.59, -1.13, -0.89], [-1.92, 1.86, 0.27], [1.28, -0.37, 0.15], [1.51, -0.07, 0.10], [-0.57, -1.08, -0.55], [0.94, 0.53, 1.42], [0.69, -0.14, -0.09], [-1.03, 0.35, -0.75], [0.73, -0.10, 0.15], [-0.05, 0.15, 0.19]]}

***

Q: Among the records above, which one has the lowest charge?
A: C35H49F2O6Si

***

Q: The lowest charge belongs to which entry?
A: C35H49F2O6Si